Entry from OMol25: a structure of composition C36H41Cl2GeN4OReS2 (ωB97M-V with the def2-TZVPD basis set).

```
88
Properties=species:S:1:pos:R:3
Re -0.269 -0.167 -0.394
S -1.713 1.576 0.270
C -2.799 1.767 -1.055
N -3.930 2.392 -0.971
C -4.777 2.565 -2.169
C -3.907 2.796 -3.371
N -2.900 1.716 -3.466
C -2.567 1.287 -4.858
C -3.771 0.639 -5.487
C -4.394 1.242 -6.573
C -5.503 0.641 -7.154
C -5.991 -0.552 -6.642
C -5.370 -1.156 -5.554
C -4.259 -0.564 -4.978
C -2.388 1.220 -2.395
S -1.168 -0.046 -2.456
C -4.465 3.003 0.277
C -4.489 4.502 0.138
C -3.294 5.208 0.001
C -3.317 6.585 -0.143
C -4.532 7.262 -0.144
C -5.722 6.563 -0.002
C -5.702 5.180 0.135
H -5.410 3.434 -1.997
H -5.406 1.677 -2.276
H -3.373 3.748 -3.324
H -4.504 2.761 -4.281
H -1.704 0.627 -4.815
H -2.284 2.199 -5.386
H -4.006 2.167 -6.983
H -5.980 1.102 -8.008
H -6.853 -1.021 -7.098
H -5.745 -2.095 -5.170
H -3.759 -1.054 -4.148
H -3.851 2.664 1.108
H -5.473 2.604 0.400
H -2.342 4.687 0.025
H -2.391 7.135 -0.242
H -4.549 8.338 -0.249
H -6.665 7.091 0.008
H -6.633 4.638 0.257
Cl -1.952 -4.026 2.079
C -0.565 -4.023 1.076
C 0.173 -5.211 0.865
C 1.298 -5.217 0.081
Cl 2.173 -6.670 -0.138
C 1.743 -4.026 -0.564
C 2.865 -3.900 -1.407
C 3.155 -2.679 -1.967
C 2.326 -1.580 -1.716
N 1.255 -1.672 -0.940
C 0.980 -2.869 -0.350
C -0.134 -2.865 0.492
O -0.763 -1.640 0.621
H -0.162 -6.123 1.338
H 3.488 -4.763 -1.605
H 4.013 -2.550 -2.611
H 2.535 -0.612 -2.152
C 5.185 -1.343 4.872
C 4.094 -0.881 3.917
C 2.829 -1.721 4.038
C 1.710 -1.272 3.085
Ge 1.013 0.526 3.285
C -0.754 0.802 4.020
C -0.726 0.444 5.518
C 0.223 1.354 6.285
C 1.660 1.163 5.837
H 6.078 -0.728 4.776
H 5.468 -2.376 4.669
H 4.851 -1.289 5.910
H 4.455 -0.924 2.885
H 3.864 0.176 4.111
H 2.466 -1.725 5.069
H 3.057 -2.764 3.806
H 0.846 -1.941 3.139
H 2.095 -1.289 2.056
H 1.708 1.653 2.531
H -1.459 0.155 3.490
H -1.048 1.841 3.861
H -0.406 -0.596 5.643
H -1.738 0.503 5.919
H 0.167 1.121 7.349
H -0.070 2.400 6.177
H 2.009 0.138 5.958
H 2.370 1.819 6.344
H 1.858 1.511 4.780
N 2.372 1.599 -0.201
C 1.392 0.991 -0.268
```

- ΔE to the lowest compared entry with this formula, charge and spin (kcal per mole) = 1.0
- HOMO energy (spin up / spin down) (Eh) = -0.5862 / -0.5858
- Kohn-Sham gap (spin up / spin down) (eV) = 5.83 / 5.96
- DFT total energy (Eh) = -5561.73169
- total charge = +3
- 2S+1 = 2

Here are the Mulliken charges for atoms 1 to 6, given in e: number 1, Re, carries 1.799; number 2, S, carries -0.158; number 3, C, carries 0.398; number 4, N, carries 0.158; number 5, C, carries -0.693; number 6, C, carries -0.629